{
  "formula": "C3H4N2",
  "method": "ωB97M-V/def2-TZVPD",
  "species": ["H", "N", "C", "C", "C", "N", "H", "H", "H"],
  "positions_angstrom": [[-1.493837, -1.936269, 0.820846], [-1.253232, -1.711474, -0.134502], [-0.396671, -0.802870, -0.447459], [0.851781, 0.443314, 0.157454], [1.943903, 0.415585, -0.729905], [2.739921, 0.213659, -1.522880], [-0.270333, -0.712553, -1.554885], [0.592603, 1.544496, 0.305252], [1.207381, 0.035362, 1.131364]],
  "forces_ev_per_a": [[0.33, 0.38, 0.54], [2.06, 2.18, -0.18], [-0.03, 0.29, -1.39], [-2.29, -0.94, 2.30], [-0.03, -0.88, -0.80], [0.89, 0.16, -0.66], [0.05, 0.05, 0.84], [-0.61, -1.68, -0.16], [-0.37, 0.44, -0.50]],
  "nbo_charge": [0.356, -0.597, 0.198, -0.584, 0.244, -0.299, 0.160, 0.268, 0.255],
  "smiles": "[H]/N=C\\CC#N",
  "e_above_lowest_kcal_mol": 59.6,
  "homo_lumo_gap_ev": 10.85,
  "e_lumo_ha": 0.026
}

{
  "formula": "C3H4N2",
  "method": "ωB97M-V/def2-TZVPD",
  "species": ["C", "C", "C", "N", "N", "H", "H", "H", "H"],
  "positions_angstrom": [[0.955188, 0.331217, -0.521548], [0.425577, -0.871347, -0.435092], [-0.965110, 0.519232, 0.619968], [0.421657, 0.722874, 0.687405], [-0.156630, -0.626663, 0.868331], [1.443370, 1.117764, -1.153986], [0.894622, -2.634053, -1.174599], [-1.515774, 0.980457, 1.424955], [-1.502900, 0.460519, -0.315434]],
  "forces_ev_per_a": [[2.06, 1.77, -3.30], [1.56, -4.59, -1.79], [-2.61, 0.77, 0.04], [0.03, 1.15, 1.95], [0.36, -1.40, 1.20], [-0.29, -1.58, 0.35], [-1.18, 3.71, 1.49], [-0.14, -0.38, 0.46], [0.19, 0.54, -0.39]],
  "nbo_charge": [-0.207, 0.068, -0.070, -0.238, -0.303, 0.233, 0.117, 0.204, 0.196],
  "e_above_lowest_kcal_mol": 194.3,
  "homo_lumo_gap_ev": [9.01, 9.00],
  "e_lumo_ha": [-0.022, -0.022]
}

{
  "formula": "C3H4N2",
  "method": "ωB97M-V/def2-TZVPD",
  "species": ["N", "C", "C", "C", "N", "H", "H", "H", "H"],
  "positions_angstrom": [[-0.375069, 1.527315, -0.065201], [0.650340, 0.571805, -0.185387], [0.446672, -0.723043, 0.568695], [-0.643215, -0.895805, -0.168446], [-0.616863, 0.368532, -0.941723], [-0.870633, 1.460398, 0.819612], [1.563179, 0.779133, -0.725327], [1.092839, -1.365074, 1.148271], [-1.268269, -1.726661, -0.455308]],
  "forces_ev_per_a": [[-0.17, 0.31, 0.40], [0.42, 0.24, -0.28], [0.09, -0.20, -0.49], [-0.26, -0.31, 0.20], [0.63, -0.31, -0.47], [-0.13, -0.29, 0.15], [0.00, 0.26, 0.01], [-0.17, 0.21, 0.18], [-0.41, 0.09, 0.30]],
  "nbo_charge": [-0.413, 0.045, -0.304, -0.026, -0.292, 0.344, 0.209, 0.227, 0.210],
  "e_above_lowest_kcal_mol": 101.5,
  "homo_lumo_gap_ev": 10.42,
  "e_lumo_ha": 0.042
}

{
  "formula": "C3H4N2",
  "method": "ωB97M-V/def2-TZVPD",
  "species": ["C", "C", "C", "N", "N", "H", "H", "H", "H"],
  "positions_angstrom": [[2.443994, 0.040843, -0.459184], [-1.755534, -0.190870, -0.047375], [-1.107643, 1.162509, -0.212553], [3.280069, -0.210883, 0.238807], [-0.414556, 0.272004, 0.416477], [-2.471824, -0.307896, 0.751100], [-1.706916, -0.777603, -0.896229], [1.575186, -0.016302, -1.013798], [0.157228, 0.028194, 1.222753]],
  "forces_ev_per_a": [[-1.82, -0.07, -1.43], [1.44, 0.86, 1.81], [0.61, 1.41, 0.37], [3.11, -0.41, 2.40], [-1.52, -1.17, 0.11], [-0.42, -0.09, -0.37], [-0.35, -1.58, -1.24], [-1.13, 0.50, -1.06], [0.09, 0.55, -0.59]],
  "nbo_charge": [0.072, -0.370, 0.154, -0.305, -0.614, 0.200, 0.192, 0.228, 0.443],
  "e_above_lowest_kcal_mol": 109.4,
  "homo_lumo_gap_ev": 10.03,
  "e_lumo_ha": 0.026
}

{
  "formula": "C3H4N2O",
  "method": "ωB97M-V/def2-TZVPD",
  "species": ["N", "C", "C", "C", "N", "O", "H", "H", "H", "H"],
  "positions_angstrom": [[-1.311084, 1.067320, -0.648165], [-0.303960, 0.490132, 0.084789], [0.426994, -0.541896, -0.428225], [1.257280, -0.968097, 0.605337], [1.170799, -0.235273, 1.687127], [0.079592, 0.786997, 1.316085], [-2.037441, 1.660445, -0.289668], [-1.609412, 0.441799, -1.384352], [0.437252, -0.847792, -1.452196], [1.889980, -1.853634, 0.509269]],
  "forces_ev_per_a": [[0.08, 0.19, 0.13], [0.22, -0.49, -0.33], [0.04, -0.12, -0.38], [-0.01, 0.40, 0.14], [-1.05, 0.54, -0.43], [0.62, -1.07, -0.10], [0.23, 0.01, 0.43], [-0.07, 0.35, 0.16], [-0.17, -0.36, -0.20], [0.12, 0.55, 0.59]],
  "nbo_charge": [-0.808, 0.536, -0.482, -0.006, -0.142, -0.347, 0.405, 0.396, 0.222, 0.227],
  "smiles": "Nc1ccno1",
  "e_above_lowest_kcal_mol": 52.3,
  "homo_lumo_gap_ev": 9.31,
  "e_lumo_ha": 0.029
}

{
  "formula": "C3H4N2O",
  "method": "ωB97M-V/def2-TZVPD",
  "species": ["H", "N", "C", "C", "C", "N", "O", "H", "H", "H"],
  "positions_angstrom": [[2.561901, -1.027800, 0.165203], [2.152556, -0.084164, 0.038682], [0.906567, -0.183581, -0.115912], [0.094532, 0.998405, -0.119345], [-1.117099, 0.559550, 0.073033], [-1.290151, -0.836005, -0.098498], [0.095457, -1.327533, -0.198368], [0.407358, 2.070603, -0.266937], [-2.156415, 1.048430, -0.219756], [-1.654704, -1.217904, 0.741898]],
  "forces_ev_per_a": [[0.01, 0.58, -0.25], [0.65, -1.99, 0.01], [0.70, 0.15, 0.29], [-0.01, 1.89, -0.19], [-5.18, 0.69, -2.65], [1.99, 0.62, -0.60], [0.00, 1.07, 0.56], [-0.16, -1.70, 0.35], [2.31, -0.40, 1.52], [-0.32, -0.90, 0.97]],
  "nbo_charge": [0.343, -0.673, 0.496, -0.326, -0.033, -0.290, -0.366, 0.260, 0.229, 0.360],
  "smiles": "[H]/N=c1/cc[nH]o1",
  "e_above_lowest_kcal_mol": 77.6,
  "homo_lumo_gap_ev": 9.98,
  "e_lumo_ha": 0.032
}

{
  "formula": "C3H4N2O",
  "method": "ωB97M-V/def2-TZVPD",
  "species": ["H", "N", "C", "N", "O", "H", "C", "C", "H", "H"],
  "positions_angstrom": [[1.777157, -1.850723, -0.293294], [0.940388, -1.294231, -0.158238], [1.206607, -0.085704, -0.003300], [0.634982, 1.131961, 0.299894], [2.163870, 0.825095, 0.043868], [0.345203, 1.608082, -0.559644], [-1.694699, -0.679546, 0.163722], [-1.820648, 0.516581, 0.159738], [-1.507140, -1.729653, 0.176010], [-2.045717, 1.558138, 0.171246]],
  "forces_ev_per_a": [[0.15, 0.01, -0.06], [0.35, 0.31, 0.04], [-0.10, -0.41, -0.02], [0.50, 0.21, -0.01], [0.04, 0.04, 0.00], [0.07, -0.19, 0.01], [-0.32, 0.54, 0.01], [-0.67, -0.65, 0.01], [-0.08, 0.21, -0.02], [0.06, -0.07, 0.03]],
  "nbo_charge": [0.372, -0.717, 0.656, -0.310, -0.377, 0.362, -0.176, -0.303, 0.253, 0.238],
  "smiles": "[H]/N=C1/NO1.C#C",
  "e_above_lowest_kcal_mol": 136.2,
  "homo_lumo_gap_ev": 10.91,
  "e_lumo_ha": 0.026
}

{
  "formula": "C3H4N2O",
  "method": "ωB97M-V/def2-TZVPD",
  "species": ["N", "C", "C", "C", "N", "O", "H", "H", "H", "H"],
  "positions_angstrom": [[-0.735851, 1.576203, -0.567618], [0.003269, 0.490868, -0.115455], [-0.180036, -0.809361, -0.450386], [0.648362, -1.508717, 0.457940], [1.333387, -0.696997, 1.222646], [0.925921, 0.581234, 0.868522], [-0.297502, 2.482468, -0.606029], [-1.650247, 1.621744, -0.135688], [-0.786080, -1.157638, -1.269147], [0.738776, -2.579805, 0.595215]],
  "forces_ev_per_a": [[0.07, 0.11, 0.06], [-0.14, -0.32, -0.02], [-0.02, 0.07, -0.02], [0.16, 0.06, 0.10], [-0.21, -0.27, -0.17], [-0.35, 0.32, -0.19], [0.22, -0.09, 0.22], [0.14, 0.05, -0.11], [-0.06, -0.13, 0.20], [0.21, 0.19, -0.06]],
  "nbo_charge": [-0.844, 0.459, -0.399, -0.031, -0.127, -0.297, 0.391, 0.391, 0.239, 0.218],
  "smiles": "Nc1ccno1",
  "e_above_lowest_kcal_mol": 45.0,
  "homo_lumo_gap_ev": 10.17,
  "e_lumo_ha": 0.033
}